P:
{
  "formula": "C4H8NO",
  "method": "the ωB97M-V functional and the def2-TZVPD basis",
  "total_charge": 1,
  "smiles": "CC(C)C=[N+]=O",
  "gap_ev": 9.162,
  "species": ["C", "C", "C", "C", "N", "O", "H", "H", "H", "H", "H", "H", "H", "H"],
  "positions_angstrom": [[-1.19508, 0.63455, 0.30148], [0.33536, 0.44238, 0.10086], [0.52414, 0.42468, -1.44177], [0.30338, -1.04342, 0.64974], [1.03215, -1.44998, 1.53080], [1.87588, -1.67788, 2.24709], [-1.78394, -0.19585, -0.14052], [-1.66752, 1.40649, -0.12819], [-1.52158, 0.61289, 1.35762], [0.96056, 1.12024, 0.66888], [-0.06689, 1.20530, -1.84993], [1.55659, 0.59519, -1.84042], [0.22037, -0.54305, -1.88361], [-0.57343, -1.53152, 0.42796]]
}

***

Q:
{
  "formula": "C4H8NO",
  "method": "the ωB97M-V functional and the def2-TZVPD basis",
  "total_charge": 1,
  "smiles": "C[N+](C)=C1CO1",
  "gap_ev": 11.353,
  "species": ["C", "N", "C", "C", "C", "O", "H", "H", "H", "H", "H", "H", "H", "H"],
  "positions_angstrom": [[1.00932, 1.43473, 0.35445], [0.34969, 0.16865, 0.10226], [1.09530, -0.95865, 0.04269], [-0.99822, 0.15105, -0.09093], [-2.04131, -0.76427, -0.44518], [-2.10768, 0.74316, -0.08354], [0.16283, 2.16375, 0.11705], [1.99757, 1.71774, -0.27047], [1.34160, 1.38890, 1.39205], [0.58914, -1.67765, -0.54721], [1.34482, -1.29518, 1.08732], [2.10181, -0.61920, -0.43358], [-2.32567, -1.01868, -1.53459], [-2.51920, -1.43434, 0.30968]]
}

***

Most favorable structure: Q. The second most favorable one is 181.7 kJ/mol above it.